Record 1
{
  "formula": "C5H12O2",
  "method": "the ωB97M-V functional and the def2-TZVPD basis",
  "smiles": "CCCCC=O.O",
  "e_homo_ev": -10.23,
  "lumo_energy_ev": 0.78,
  "species": ["C", "C", "C", "C", "C", "O", "H", "H", "H", "H", "H", "H", "H", "H", "H", "H", "O", "H", "H"],
  "positions_angstrom": [[1.1253, 1.6137, 1.1814], [0.0797, 1.0682, 0.2223], [0.5983, -0.0109, -0.7341], [0.8160, -1.3323, -0.0103], [-0.3482, -2.2680, 0.0379], [-1.5114, -1.9574, 0.1062], [1.7378, 2.3536, 0.6825], [1.8188, 0.8477, 1.5229], [0.6663, 2.0506, 2.0711], [-0.7525, 0.6781, 0.8113], [-0.2907, 1.9411, -0.3307], [-0.2064, -0.1638, -1.4523], [1.5096, 0.2352, -1.2764], [1.6897, -1.8761, -0.3826], [1.0965, -1.1665, 1.0360], [-0.0909, -3.3004, 0.0736], [-3.0019, 0.4860, -1.3439], [-2.3687, 1.1600, -1.0767], [-2.5672, -0.3588, -1.1383]],
  "forces_ev_per_angstrom": [[0.2205, -0.1521, 0.1973], [0.2982, 0.5315, 0.0725], [-0.8748, -0.1405, 0.3487], [0.6449, -0.1537, 0.0651], [-0.3482, 0.8847, 0.2917], [-0.0469, 0.3669, -0.3502], [0.1354, 0.3144, -0.0173], [-0.0061, -0.2087, 0.1319], [0.0878, 0.1105, -0.1404], [-0.0852, -0.1905, -0.2411], [-0.1546, -0.2778, -0.1179], [0.1772, -0.0727, -0.3965], [-0.0547, 0.4252, 0.0784], [-0.1878, -0.0573, -0.2525], [-0.1293, 0.0823, 0.1635], [0.3564, -1.4252, 0.0629], [0.1863, -0.2671, -0.0666], [-0.0375, -0.0792, 0.0332], [-0.1815, 0.3092, 0.1372]]
}

=====

Record 2
{
  "formula": "C5H12O2",
  "method": "the ωB97M-V functional and the def2-TZVPD basis",
  "smiles": "COC[C@@H](C)CO",
  "e_homo_ev": -9.78,
  "lumo_energy_ev": 0.95,
  "species": ["C", "O", "C", "C", "C", "C", "O", "H", "H", "H", "H", "H", "H", "H", "H", "H", "H", "H", "H"],
  "positions_angstrom": [[0.1498, -0.2068, -2.7456], [0.5118, -0.1160, -1.4057], [-0.5768, 0.1911, -0.4518], [0.0862, 0.3838, 0.8594], [-0.8195, 1.0921, 1.8106], [0.7150, -0.8775, 1.3904], [1.7157, -1.4613, 0.6305], [-0.2876, 0.7207, -3.1368], [1.0614, -0.4604, -3.2872], [-0.5666, -1.0214, -2.8931], [-1.0890, 1.1073, -0.7798], [-1.3014, -0.6323, -0.4553], [0.9208, 1.0524, 0.5961], [-0.2577, 1.3263, 2.7104], [-1.6367, 0.4349, 2.1062], [-1.2655, 2.0080, 1.4157], [1.1705, -0.6740, 2.3586], [-0.0718, -1.6174, 1.5740], [1.5414, -1.2497, -0.2965]],
  "forces_ev_per_angstrom": [[-0.3027, -0.3930, -0.3601], [-0.7607, 0.4801, 1.3392], [0.5196, -0.4627, -1.9872], [1.2425, 0.9111, -0.8878], [-0.3678, -0.1991, 0.9141], [-0.6013, -0.3914, 1.2884], [0.6925, -0.0940, -0.8121], [0.1132, -0.0112, 0.0739], [-0.0985, 0.1547, -0.1297], [-0.1140, 0.0010, -0.1396], [0.1042, -0.1340, -0.0291], [0.0104, -0.0489, -0.0312], [-0.0080, 0.0561, 0.2902], [-0.0932, 0.1966, 0.2067], [-0.1907, -0.0318, 0.1030], [0.2211, -0.0860, -0.0952], [-0.0948, 0.1566, 0.2405], [-0.3032, -0.0752, 0.0745], [0.0313, -0.0289, -0.0585]]
}

=====

Record 3
{
  "formula": "C5H12O2",
  "method": "the ωB97M-V functional and the def2-TZVPD basis",
  "smiles": "CCOCCOC",
  "e_homo_ev": -9.69,
  "lumo_energy_ev": 1.06,
  "species": ["C", "C", "O", "C", "C", "O", "C", "H", "H", "H", "H", "H", "H", "H", "H", "H", "H", "H", "H"],
  "positions_angstrom": [[-2.1073, -0.3379, -0.4727], [-1.5378, 0.2197, -1.7730], [-0.1383, 0.0582, -1.9034], [0.6305, 0.7579, -0.9462], [1.1871, -0.1959, 0.1136], [1.4257, 0.5481, 1.2831], [1.7132, -0.2638, 2.3899], [-1.8278, 0.2730, 0.3957], [-1.7538, -1.3637, -0.3111], [-3.2010, -0.3586, -0.5284], [-1.8093, 1.2845, -1.8717], [-1.9699, -0.3090, -2.6299], [1.4437, 1.2707, -1.4756], [0.0309, 1.5234, -0.4320], [0.4485, -0.9904, 0.3043], [2.1092, -0.6914, -0.2351], [2.6633, -0.8067, 2.2675], [0.9155, -1.0045, 2.5588], [1.7774, 0.3865, 3.2660]],
  "forces_ev_per_angstrom": [[-0.0142, -0.0679, 0.0504], [-0.2349, 0.0048, 0.0074], [0.0756, 0.0096, -0.1241], [0.0915, 0.0787, 0.1278], [-0.0969, -0.1261, -0.2127], [-0.0201, 0.1191, 0.0002], [0.0704, -0.1616, 0.2826], [-0.0125, -0.1538, -0.1749], [-0.1127, 0.1908, -0.0405], [0.1390, 0.0357, 0.0219], [0.0966, -0.1526, 0.0104], [0.0921, 0.0766, 0.1480], [-0.1394, -0.1001, 0.1083], [0.0923, -0.1192, -0.0803], [0.0757, 0.1610, -0.0118], [-0.1322, 0.1108, 0.0531], [-0.1123, 0.1009, 0.0017], [0.0930, 0.1054, -0.0361], [0.0490, -0.1121, -0.1314]]
}

=====

Q: Which energy above the lowest of the compared OMol25 structures with the same formula, charge and spin values were calculated for the entries above? A: 22.1 31.4 39.6, in kcal/mol.
Q: Which HOMO-LUMO gap values were calculated for the entries above? A: 0.4046 0.3941 0.3952, in Eh.